(1)
Formula: C24H51F5N11O6
Source: OMol25
Level of theory: wB97M-V/def2-TZVPD

Atoms and positions in Å:
C (-2.2069, 4.2215, -1.5058)
N (-2.4135, 3.5747, -2.8063)
C (-1.1809, 3.2118, -3.4588)
N (-0.5334, 2.1207, -2.7456)
N (-0.8592, 0.8204, -2.9761)
C (-0.0945, 0.0855, -2.1874)
N (0.7152, 0.8296, -1.4640)
C (0.4210, 2.0837, -1.8175)
N (0.9991, 3.2036, -1.3195)
C (1.9344, 3.1653, -0.2373)
F (1.4321, 2.3238, 0.6845)
F (1.9941, 4.4248, 0.2666)
C (3.3865, 2.7904, -0.5987)
F (3.8097, 3.6048, -1.5647)
F (4.1629, 2.9332, 0.4514)
F (3.4665, 1.5452, -1.0382)
H (-3.1455, 4.6550, -1.1769)
H (-1.4719, 5.0353, -1.5644)
H (-1.8771, 3.4871, -0.7741)
H (-2.8538, 4.2531, -3.4193)
H (-0.4437, 4.0188, -3.5318)
H (-1.3575, 2.8444, -4.4586)
H (-1.5637, 0.5396, -3.6389)
H (-0.1166, -0.9912, -2.1433)
H (0.7230, 4.1123, -1.6497)
C (-1.0802, 0.8064, 1.9254)
C (-2.0297, 1.1364, 0.7953)
O (-1.6694, 1.7993, -0.1848)
N (-3.2894, 0.6777, 0.8911)
C (-3.8749, -0.1263, 1.9577)
H (-0.1170, 1.2312, 1.6869)
H (-1.4292, 1.2217, 2.8706)
H (-0.9662, -0.2742, 2.0277)
H (-3.8783, 0.9316, 0.1126)
H (-4.2397, -1.0720, 1.5563)
H (-4.7010, 0.4147, 2.4167)
H (-3.1355, -0.3312, 2.7220)
C (1.7268, -4.1182, 1.8263)
C (0.8254, -3.2019, 1.0505)
O (-0.3462, -3.4497, 0.7971)
N (1.3547, -2.0199, 0.6182)
C (2.6914, -1.4890, 0.7847)
H (1.1763, -5.0091, 2.0993)
H (2.5934, -4.4099, 1.2296)
H (2.0610, -3.6317, 2.7436)
H (0.6959, -1.4488, 0.1143)
H (2.6611, -0.5342, 1.3146)
H (3.1399, -1.3145, -0.1967)
H (3.3249, -2.1722, 1.3407)
C (-1.6372, -6.3102, 5.0277)
C (-0.8116, -5.1766, 4.4631)
O (0.4083, -5.1873, 4.4992)
N (-1.4801, -4.1454, 3.8878)
C (-2.9077, -3.9721, 3.7296)
H (-0.9559, -7.0482, 5.4372)
H (-2.2976, -5.9573, 5.8203)
H (-2.2427, -6.7773, 4.2507)
H (-0.8758, -3.4390, 3.5007)
H (-3.1686, -3.9152, 2.6706)
H (-3.2468, -3.0568, 4.2198)
H (-3.4386, -4.8090, 4.1693)
C (1.6101, 1.0213, -6.9253)
C (1.1276, 2.3986, -6.5432)
O (0.0312, 2.5721, -6.0085)
N (1.9315, 3.4429, -6.8153)
C (3.2440, 3.4304, -7.4432)
H (0.8468, 0.3016, -6.6480)
H (1.7807, 0.9533, -7.9991)
H (2.5389, 0.7748, -6.4105)
H (1.5455, 4.3368, -6.5538)
H (3.9907, 3.8590, -6.7753)
H (3.2307, 4.0119, -8.3642)
H (3.5362, 2.4144, -7.6814)
C (-6.6659, 4.0978, 4.1917)
C (-5.6551, 3.2825, 3.4210)
O (-5.1018, 2.3110, 3.9094)
N (-5.3743, 3.6732, 2.1477)
C (-5.9314, 4.7898, 1.4087)
H (-6.7702, 3.6569, 5.1772)
H (-6.3363, 5.1315, 4.2979)
H (-7.6361, 4.0906, 3.6945)
H (-4.6840, 3.0974, 1.6911)
H (-6.4361, 4.4456, 0.5046)
H (-5.1481, 5.4917, 1.1171)
H (-6.6527, 5.3194, 2.0203)
C (6.1373, -6.5126, 1.5757)
C (5.2610, -5.5740, 0.7810)
O (4.1055, -5.8494, 0.5056)
N (5.8105, -4.3939, 0.3804)
C (7.1535, -3.9020, 0.6214)
H (5.5520, -7.3940, 1.8139)
H (7.0140, -6.8114, 1.0007)
H (6.4702, -6.0461, 2.5032)
H (5.1808, -3.8174, -0.1540)
H (7.1309, -2.9615, 1.1745)
H (7.6804, -3.7330, -0.3190)
H (7.7158, -4.6242, 1.2018)

Results
- Multiplicity: 1
- Energy: -2498.06458 Ha
- Charge: +1

(2)
Formula: C24H52BF5NO9P2
Source: OMol25
Level of theory: wB97M-V/def2-TZVPD

Atoms and positions in Å:
C (3.0266, -0.2420, 1.5265)
C (4.0866, -0.7396, 0.4379)
C (4.1916, 0.2884, -0.8161)
C (5.6887, 0.4225, -1.3640)
C (6.0332, 1.9902, -1.4952)
C (6.6666, 2.5295, -0.1027)
C (6.5047, 4.1380, -0.1408)
C (5.4491, 4.6849, 0.9184)
C (4.6478, 5.9822, 0.4346)
C (3.0641, 5.7475, 0.6604)
C (2.6177, 4.6600, -0.4258)
C (1.1157, 4.8049, -0.9502)
B (0.3166, 3.3901, -1.1554)
C (-1.2541, 3.8021, -1.5608)
C (-2.1756, 4.0983, -0.3076)
O (-3.0713, 4.9721, -0.4433)
N (-1.9749, 3.3150, 0.9193)
C (-2.2640, 4.1817, 2.1126)
C (-3.0010, 2.2053, 0.8184)
C (0.8637, 2.4723, -2.3986)
F (0.4910, 3.0941, -3.6396)
F (2.2702, 2.2888, -2.4391)
C (0.2238, 0.9825, -2.4527)
F (1.2157, 0.1521, -3.0559)
F (-0.8793, 0.8886, -3.3172)
F (-0.0143, 0.4255, -1.2040)
H (3.5113, 0.0240, 2.5235)
H (2.2460, -1.0527, 1.6724)
H (2.4564, 0.6983, 1.2081)
H (3.7514, -1.7414, -0.0044)
H (5.0987, -0.8631, 0.9528)
H (3.7545, 1.2690, -0.4404)
H (3.5075, -0.1357, -1.6236)
H (5.8285, -0.0485, -2.3918)
H (6.4218, -0.0209, -0.6227)
H (5.0987, 2.6223, -1.6563)
H (6.7203, 2.1916, -2.3803)
H (6.0896, 2.0692, 0.7682)
H (7.7612, 2.2233, -0.1219)
H (6.3032, 4.4453, -1.2152)
H (7.5337, 4.5545, 0.1251)
H (6.0090, 4.9041, 1.8946)
H (4.7065, 3.8415, 1.1434)
H (4.9051, 6.1374, -0.6633)
H (4.9628, 6.9401, 0.9782)
H (2.9353, 5.3360, 1.7138)
H (2.4717, 6.7153, 0.5894)
H (3.2960, 4.8335, -1.3370)
H (2.8329, 3.5818, -0.1031)
H (1.0549, 5.4773, -1.8731)
H (0.5427, 5.3762, -0.1293)
H (0.3020, 2.7140, -0.1621)
H (-1.7363, 3.0582, -2.2687)
H (-1.1550, 4.7955, -2.1253)
H (-3.3415, 4.0113, 2.4287)
H (-2.0534, 5.2676, 1.8386)
H (-1.5190, 3.8997, 2.9282)
H (-3.3233, 1.9079, 1.8632)
H (-3.8830, 2.5396, 0.1661)
H (-2.4927, 1.3155, 0.3147)
C (-1.2278, -2.0598, 1.9951)
O (-2.1167, -2.6366, 2.9558)
P (-3.6777, -3.0166, 2.3325)
O (-4.3088, -1.9746, 3.2516)
O (-3.6649, -4.4779, 3.0724)
C (-3.1536, -4.5897, 4.3937)
O (-5.1885, -3.4156, 1.6386)
C (-5.8980, -2.3450, 1.0285)
H (-0.2781, -1.8378, 2.4874)
H (-1.0452, -2.7608, 1.1785)
H (-1.6467, -1.1297, 1.6017)
H (-3.2993, -3.6735, 4.9648)
H (-2.0900, -4.8329, 4.3412)
H (-3.6741, -5.4065, 4.8926)
H (-5.2259, -1.7126, 0.4460)
H (-6.4045, -1.7501, 1.7895)
H (-6.6504, -2.7691, 0.3608)
C (-2.2430, -7.8773, -0.7296)
O (-3.3531, -7.0043, -0.5301)
P (-4.5244, -7.0519, -1.7959)
O (-4.2438, -5.6081, -2.2043)
O (-5.7516, -7.1107, -0.7177)
C (-5.7196, -6.2617, 0.4262)
O (-5.6513, -7.3286, -3.0528)
C (-5.1755, -7.1201, -4.3757)
H (-1.5526, -7.7612, 0.1094)
H (-2.5790, -8.9157, -0.7674)
H (-1.7200, -7.6199, -1.6551)
H (-5.1909, -5.3326, 0.2279)
H (-5.2390, -6.7972, 1.2477)
H (-6.7452, -6.0325, 0.7130)
H (-4.1712, -7.5297, -4.4989)
H (-5.1753, -6.0549, -4.6098)
H (-5.8509, -7.6276, -5.0670)

Results
- Multiplicity: 1
- Energy: -2884.27540 Ha
- Charge: -1

(3)
Formula: C24H52ClFN3O10S3
Source: OMol25
Level of theory: wB97M-V/def2-TZVPD

Atoms and positions in Å:
C (5.9922, 0.4490, 2.6671)
C (6.9822, -0.7585, 3.0036)
C (6.2451, -2.1400, 2.7601)
N (6.3977, -2.6528, 1.3289)
C (5.0491, -2.8643, 0.8477)
N (4.4607, -4.1157, 1.1516)
C (3.1806, -4.0224, 0.6075)
C (2.2200, -5.2370, 0.8052)
C (2.5726, -6.5086, -0.0559)
F (2.3143, -5.6245, 2.1759)
N (2.9693, -2.8144, 0.0012)
C (1.7224, -2.3706, -0.6653)
C (0.7241, -1.5590, 0.2702)
C (-0.6935, -2.3037, 0.2172)
C (-1.6942, -1.6537, 1.2579)
C (-2.1356, -2.6371, 2.4141)
C (-1.0561, -2.6311, 3.6068)
O (-0.3969, -3.9081, 3.5479)
C (0.6173, -3.9643, 4.5634)
C (4.1472, -2.0225, 0.1060)
Cl (4.4947, -0.3940, -0.4627)
H (6.0981, 1.2909, 3.4001)
H (6.2623, 0.8038, 1.6299)
H (4.9127, 0.1441, 2.6438)
H (7.2617, -0.7292, 4.0927)
H (7.8941, -0.7506, 2.3525)
H (6.5580, -2.9534, 3.4790)
H (5.1481, -1.9558, 2.9627)
H (6.8054, -3.5878, 1.4637)
H (4.8752, -4.8962, 1.6628)
H (1.1672, -4.8638, 0.6470)
H (1.7296, -6.6609, -0.7842)
H (2.6061, -7.4002, 0.6377)
H (3.5395, -6.4449, -0.6169)
H (1.1825, -3.3066, -0.9875)
H (1.8881, -1.7674, -1.5965)
H (1.0965, -1.4360, 1.3218)
H (0.5569, -0.5586, -0.2138)
H (-0.5081, -3.4042, 0.3732)
H (-1.1251, -2.2050, -0.8251)
H (-2.6059, -1.2731, 0.7290)
H (-1.1751, -0.7742, 1.7246)
H (-2.2915, -3.6765, 2.0015)
H (-3.1199, -2.2866, 2.8433)
H (-1.6111, -2.4618, 4.5700)
H (-0.3126, -1.8243, 3.3520)
H (1.0399, -2.9535, 4.8376)
H (0.2165, -4.5193, 5.4667)
H (1.4895, -4.5804, 4.1875)
O (-3.7447, 2.2253, 5.3535)
S (-3.7745, 0.7938, 5.3006)
O (-3.8138, 0.0781, 4.0580)
O (-4.9598, 0.2608, 6.2429)
C (-6.2811, 0.7762, 6.0340)
C (-6.9554, 0.1248, 4.8420)
C (-2.4318, 0.1646, 6.2619)
H (-6.2588, 1.8637, 5.9305)
H (-6.8500, 0.5504, 6.9370)
H (-6.4664, 0.4108, 3.9092)
H (-8.0024, 0.4269, 4.7811)
H (-6.9025, -0.9633, 4.9145)
H (-2.4289, 0.6613, 7.2303)
H (-1.5083, 0.3805, 5.7260)
H (-2.5538, -0.9111, 6.3770)
O (0.9224, -0.0871, -3.9722)
S (1.1461, 1.0681, -3.1491)
O (0.3990, 1.2895, -1.9431)
O (1.0645, 2.3823, -4.0590)
C (-0.1074, 2.5854, -4.8661)
C (-1.2722, 3.1010, -4.0462)
C (2.8667, 1.1689, -2.7670)
H (-0.3728, 1.6682, -5.3973)
H (0.1578, 3.3285, -5.6194)
H (-1.6266, 2.3418, -3.3458)
H (-2.1038, 3.3777, -4.6939)
H (-0.9760, 3.9708, -3.4572)
H (3.4417, 1.0554, -3.6844)
H (3.0919, 0.3573, -2.0756)
H (3.0712, 2.1302, -2.2976)
O (-2.1977, 5.5275, -5.9041)
S (-3.2258, 6.4958, -6.1674)
O (-4.6102, 6.1996, -5.9502)
O (-3.0435, 7.0565, -7.6618)
C (-2.9775, 6.1156, -8.7398)
C (-4.3522, 5.5980, -9.1177)
C (-2.8302, 7.9956, -5.3227)
H (-2.2992, 5.2945, -8.4941)
H (-2.5465, 6.6458, -9.5904)
H (-4.7715, 4.9799, -8.3220)
H (-4.2983, 4.9918, -10.0239)
H (-5.0448, 6.4251, -9.2834)
H (-1.7939, 8.2548, -5.5311)
H (-2.9673, 7.8234, -4.2559)
H (-3.5035, 8.7799, -5.6634)

Results
- Multiplicity: 1
- Energy: -3616.58596 Ha
- Charge: +1

(4)
Formula: C24H52N4O18S3
Source: OMol25
Level of theory: wB97M-V/def2-TZVPD

Atoms and positions in Å:
O (-0.1387, 1.2573, 7.0397)
S (-0.6131, 1.4277, 5.7079)
O (-0.5060, 0.4853, 4.6402)
O (-2.1630, 2.0095, 5.7343)
C (-2.3289, 2.7259, 4.5165)
C (-1.0631, 3.5713, 4.3865)
O (-0.0401, 2.8193, 5.0524)
H (-2.4749, 2.0347, 3.6889)
H (-3.1722, 3.3730, 4.7524)
H (-1.1117, 4.5385, 4.8849)
H (-0.7700, 3.7360, 3.3495)
O (0.6652, -3.0527, 3.3537)
S (0.2501, -3.7593, 2.1586)
O (-0.2502, -2.9999, 1.0674)
O (1.4422, -4.7480, 1.6983)
C (1.1782, -6.1568, 1.9047)
C (-0.0921, -6.2127, 2.7154)
O (-0.7641, -4.9690, 2.5490)
H (1.1804, -6.4950, 0.8637)
H (2.0818, -6.6169, 2.3030)
H (0.0878, -6.2715, 3.7932)
H (-0.8068, -6.9889, 2.4491)
O (6.9752, -1.8008, 3.0972)
S (5.9975, -1.8861, 2.0363)
O (6.4025, -2.4900, 0.8146)
O (4.6242, -2.4785, 2.6193)
C (3.6372, -1.4734, 2.8186)
C (4.3144, -0.1138, 2.6610)
O (5.3772, -0.3961, 1.7417)
H (2.9325, -1.5118, 1.9854)
H (3.1753, -1.7042, 3.7738)
H (4.7930, 0.2250, 3.5822)
H (3.6134, 0.6213, 2.2809)
C (-1.5238, -3.1465, -1.9925)
C (-2.7207, -3.5169, -2.9109)
C (-1.9749, -4.3965, -3.8869)
O (-0.8170, -3.6444, -4.1788)
C (-0.2750, -3.3131, -2.9122)
H (-1.4312, -3.7922, -1.1198)
H (-1.5696, -2.1241, -1.6079)
H (-3.0775, -2.5739, -3.3193)
H (-3.4820, -4.0601, -2.3518)
H (-2.5191, -4.5838, -4.8170)
H (-1.7679, -5.4021, -3.4988)
H (0.2610, -2.3715, -2.9954)
H (0.3365, -4.0757, -2.4252)
C (-0.7216, 0.4999, 1.2463)
C (-0.6432, 1.4311, 0.0419)
C (0.5547, 0.7549, -0.6972)
O (1.3875, 0.2816, 0.3478)
C (0.7455, 0.2572, 1.6279)
H (-1.2211, -0.4347, 0.9805)
H (-1.3167, 0.8120, 2.1076)
H (-0.3151, 2.4591, 0.1862)
H (-1.4363, 1.4086, -0.7057)
H (1.0854, 1.5062, -1.2896)
H (0.3360, -0.1222, -1.3131)
H (1.0772, 1.1204, 2.2112)
H (0.9019, -0.7253, 2.0536)
C (-3.1967, 1.4103, -3.4956)
C (-4.6390, 1.7331, -3.8355)
C (-5.1258, 0.3073, -4.0190)
O (-4.1343, -0.2464, -4.9136)
C (-2.8746, 0.2491, -4.4629)
H (-3.2679, 1.1773, -2.4299)
H (-2.5333, 2.2678, -3.6242)
H (-4.7849, 2.2827, -4.7661)
H (-5.2004, 2.2644, -3.0652)
H (-6.1048, 0.2047, -4.4975)
H (-5.2967, -0.3338, -3.1477)
H (-2.2160, 0.6436, -5.2375)
H (-2.2802, -0.4987, -3.9284)
C (-2.3919, 4.3309, -0.4642)
C (-3.4729, 4.6842, -1.5157)
C (-3.5106, 6.1889, -1.3090)
O (-3.3722, 6.4136, 0.0762)
C (-2.4229, 5.4367, 0.5916)
H (-1.4019, 4.3275, -0.9240)
H (-2.6312, 3.3781, 0.0026)
H (-4.4684, 4.3897, -1.1799)
H (-3.2314, 4.3503, -2.5186)
H (-4.4884, 6.6209, -1.5435)
H (-2.7636, 6.7595, -1.8783)
H (-3.0485, 5.0947, 1.4244)
H (-1.4914, 5.8934, 0.9225)
N (5.1699, -2.4339, -1.5588)
C (3.8504, -2.6380, -1.7879)
N (3.1109, -1.4816, -1.8305)
O (3.2982, -3.7414, -1.8596)
H (5.4940, -1.4887, -1.4458)
H (5.7248, -3.1335, -1.1013)
H (3.5540, -0.5722, -1.6911)
H (2.1215, -1.5527, -1.7120)
N (3.3779, 2.3481, 0.1129)
C (4.4865, 1.8530, -0.5146)
N (5.5313, 2.7383, -0.5554)
O (4.5446, 0.7250, -0.9871)
H (2.5117, 1.8154, 0.1585)
H (3.3999, 3.2656, 0.5104)
H (6.4593, 2.4715, -0.8210)
H (5.4082, 3.5473, 0.0209)

Results
- Multiplicity: 1
- Energy: -3713.45904 Ha
- SMILES: O=S1(=O)OCCO1.O=S1(=O)OCCO1.O=S1(=O)OCCO1.C1CCOC1.C1CCOC1.C1CCOC1.C1CCOC1.NC(N)=O.NC(N)=O

(5)
Formula: C24H53F2NO16
Source: OMol25
Level of theory: wB97M-V/def2-TZVPD

Atoms and positions in Å:
N (-0.2920, 0.6758, -0.1278)
H (-0.2085, 1.4760, 0.4575)
H (-1.3227, 0.6817, -0.3679)
H (-0.1315, -0.2525, 0.2654)
H (-0.0193, 1.0898, -0.8040)
O (-2.7754, -0.4863, 0.9646)
H (-2.4982, -1.2032, 1.4851)
C (-3.7110, 2.5756, 0.5488)
C (-5.0346, 1.9233, 0.7991)
O (-5.6298, 1.7872, -0.5074)
C (-4.7106, 2.0933, -1.4408)
O (-4.8021, 1.8269, -2.5995)
O (-3.6056, 2.5474, -0.8457)
F (-5.8579, 2.7041, 1.6133)
H (-3.0211, 2.0269, 1.1923)
H (-3.6660, 3.7368, 0.5932)
H (-4.7429, 0.9106, 1.3929)
C (2.1226, 0.4064, -4.8685)
C (2.2332, 0.9510, -3.4912)
O (2.0669, 2.4116, -3.7670)
C (1.6739, 2.4982, -5.0061)
O (1.4992, 3.5334, -5.5244)
O (1.6518, 1.4138, -5.6779)
F (3.3990, 0.6964, -2.9294)
H (1.6282, -0.6224, -4.6331)
H (3.1728, 0.2006, -5.1846)
H (1.3492, 0.7241, -2.6847)
C (-0.8508, -3.3885, 6.2047)
O (-0.6744, -3.3150, 4.8079)
C (0.2005, -2.2786, 4.2407)
C (0.2412, -2.3028, 2.7816)
O (0.5046, -3.4347, 2.3053)
C (-0.2651, -3.8341, 1.1233)
C (0.1054, -5.2838, 0.6345)
O (1.5460, -5.1385, 0.4383)
C (2.1101, -6.2125, -0.2127)
H (-1.5527, -2.6536, 6.7004)
H (0.2267, -3.2374, 6.7755)
H (-1.2254, -4.2085, 6.7150)
H (1.0556, -2.4216, 4.6375)
H (-0.1192, -1.2663, 4.3952)
H (1.0849, -1.7477, 2.3393)
H (-0.7496, -1.8871, 2.4050)
H (-0.0950, -3.1688, 0.2509)
H (-1.4184, -3.8659, 1.4214)
H (-0.4511, -5.6196, -0.2346)
H (-0.1538, -5.8014, 1.5618)
H (3.2047, -6.2339, -0.1898)
H (1.6571, -6.1454, -1.1768)
H (1.7179, -7.2200, 0.0079)
C (-1.3863, 2.7576, -3.1475)
O (-1.4405, 1.3890, -2.8683)
C (-1.6045, 0.5791, -4.0163)
C (-1.5113, -0.9312, -3.4819)
O (-0.3921, -1.1724, -2.9451)
C (-0.1202, -2.4525, -2.5494)
C (1.3569, -2.5473, -2.0878)
O (1.4772, -1.6281, -0.9140)
C (2.6919, -1.7485, -0.3354)
H (-1.0318, 3.1612, -2.2004)
H (-2.5362, 3.1488, -3.4016)
H (-0.6927, 2.9463, -3.7692)
H (-0.8248, 0.6319, -4.6960)
H (-2.5052, 0.6382, -4.5514)
H (-1.9130, -1.5433, -4.2656)
H (-2.2071, -1.2532, -3.0335)
H (-0.3567, -2.9979, -3.4341)
H (-0.8512, -2.8679, -1.8920)
H (1.8824, -2.1523, -2.9440)
H (1.8022, -3.6126, -2.0502)
H (3.0933, -0.8722, 0.2357)
H (3.5148, -2.2039, -1.0795)
H (2.8371, -2.6773, 0.3066)
C (2.2059, 1.2287, 2.9842)
O (0.9141, 0.7892, 2.8396)
C (-0.0702, 1.6062, 3.5548)
C (-0.1328, 3.0744, 3.2445)
O (-0.5441, 3.2548, 2.0704)
C (-0.2819, 4.4064, 1.4068)
C (1.0603, 4.5672, 0.6072)
O (1.5764, 3.3130, 0.1035)
C (2.8005, 3.4424, -0.5158)
H (2.3878, 2.2559, 2.6975)
H (2.6916, 0.4570, 2.2678)
H (2.5086, 1.0218, 3.9756)
H (0.4859, 1.4380, 4.5006)
H (-0.9687, 1.2205, 3.4548)
H (0.9333, 3.6494, 3.4058)
H (-0.8293, 3.6234, 4.0332)
H (-0.3987, 5.2708, 1.9793)
H (-0.9721, 4.2750, 0.6087)
H (1.8460, 4.8183, 1.4514)
H (0.9839, 5.3590, -0.0551)
H (2.6832, 3.8453, -1.3890)
H (3.2658, 2.6812, -0.6701)
H (3.7054, 4.1501, -0.2191)

Results
- Multiplicity: 1
- Energy: -2403.82984 Ha

Number 1: Kohn-Sham gap 8.36 eV. Number 2: Kohn-Sham gap 4.73 eV. Number 3: Kohn-Sham gap 8.98 eV. Number 4: Kohn-Sham gap 8.60 eV. Number 5: Kohn-Sham gap 7.47 eV.